Entry 1:
Entry from OMol25: a cluster of 5 separate species, C18H34NO6 in total in a non-equilibrium geometry (the ωB97M-V functional and the def2-TZVPD basis).

Geometry (Å):
C (5.287, -1.892, 1.282)
C (4.764, -2.094, 0.091)
C (5.289, -1.307, -1.119)
N (5.022, 0.118, -1.121)
C (3.760, 0.437, -0.676)
O (2.645, -0.221, -1.481)
C (1.715, -0.829, -0.812)
C (1.292, -2.148, -1.414)
O (1.200, -0.438, 0.190)
H (5.442, -2.718, 1.963)
H (5.579, -0.912, 1.627)
H (3.947, -2.795, 0.046)
H (4.983, -1.819, -2.044)
H (6.372, -1.417, -1.073)
H (3.634, 1.506, -0.831)
H (3.595, 0.264, 0.395)
H (0.236, -2.156, -1.643)
H (1.819, -2.317, -2.345)
H (1.566, -2.946, -0.745)
C (-1.270, 2.401, 3.443)
C (-0.532, 1.329, 4.203)
O (-0.611, 1.242, 5.412)
C (0.302, 0.374, 3.390)
H (-1.829, 3.018, 4.145)
H (-0.562, 3.030, 2.901)
H (-1.967, 1.946, 2.734)
H (1.074, 0.917, 2.845)
H (-0.326, -0.162, 2.678)
H (0.779, -0.345, 4.053)
C (-5.586, 2.247, 0.271)
C (-4.610, 1.550, 1.185)
O (-3.433, 1.830, 1.186)
C (-5.166, 0.487, 2.102)
H (-5.054, 2.982, -0.329)
H (-6.058, 1.523, -0.394)
H (-6.352, 2.757, 0.854)
H (-5.621, -0.312, 1.514)
H (-5.915, 0.921, 2.766)
H (-4.361, 0.068, 2.702)
C (-6.437, 5.830, -0.912)
C (-7.623, 5.014, -1.369)
O (-7.984, 4.030, -0.766)
C (-8.337, 5.482, -2.614)
H (-6.017, 5.388, -0.012)
H (-5.671, 5.843, -1.689)
H (-6.749, 6.852, -0.693)
H (-7.650, 5.481, -3.461)
H (-8.728, 6.490, -2.464)
H (-9.165, 4.810, -2.830)
C (6.059, -6.798, -3.047)
C (5.866, -5.534, -2.235)
O (4.967, -4.768, -2.469)
C (6.849, -5.281, -1.117)
H (5.287, -6.857, -3.812)
H (7.037, -6.786, -3.530)
H (5.984, -7.674, -2.399)
H (7.862, -5.208, -1.517)
H (6.799, -6.092, -0.388)
H (6.596, -4.342, -0.626)

Cartesian forces, eV/Å:
C 0.3 -0.1 1.4
C 0.2 0.4 -1.1
C -0.8 0.9 0.6
N -0.4 -0.2 -0.6
C 2.2 1.6 0.3
O 0.2 -0.4 -0.4
C -0.2 -0.9 -1.3
C 0.3 0.2 -0.9
O -0.8 0.8 2.1
H -1.1 0.0 0.8
H 1.3 0.1 -0.5
H 0.4 -1.2 -0.7
H -0.3 -0.1 0.0
H 0.2 -0.2 -0.1
H -0.3 0.2 0.0
H -0.9 -0.7 0.0
H -0.4 -0.1 0.3
H 0.2 0.0 -0.2
H -0.1 -0.3 0.4
C -0.1 0.0 0.3
C 0.1 0.0 0.0
O -0.1 0.0 0.0
C 0.0 0.0 0.4
H 0.0 0.0 0.0
H 0.0 -0.1 -0.2
H 0.3 0.1 0.0
H -0.1 -0.1 -0.2
H 0.1 0.1 -0.2
H 0.0 0.0 0.0
C 0.3 0.0 0.0
C 0.1 0.0 -0.1
O -0.2 0.0 -0.1
C 0.2 0.0 0.1
H 0.0 0.0 0.0
H -0.2 0.0 0.1
H -0.1 -0.1 -0.1
H -0.1 0.1 0.0
H -0.1 -0.1 -0.1
H 0.0 0.0 0.0
C 0.0 -0.2 0.2
C 0.0 0.0 0.0
O -0.1 0.0 0.0
C -0.1 -0.2 0.0
H 0.0 0.0 0.0
H 0.0 0.1 0.0
H 0.1 0.1 -0.1
H 0.0 0.2 0.0
H 0.1 0.1 -0.1
H 0.0 0.0 0.0
C -0.2 0.1 -0.1
C 0.1 0.1 0.1
O -0.1 -0.1 -0.1
C -0.2 0.3 0.0
H 0.0 0.0 0.0
H 0.1 -0.1 0.1
H 0.2 0.0 0.0
H 0.0 -0.2 0.0
H 0.1 -0.1 -0.1
H 0.0 0.0 0.0

Properties
E_tot	-32990.0465	eV
multiplicity	1
total charge	-1
frontier orbital gap	4.015	eV
largest force on an atom	0.0533	Eh/bohr
LUMO energy	1.895	eV
molecular weight	360.47	g mol⁻¹

---

Entry 2:
Entry from OMol25: a cluster of 6 separate species, C18H34O18 in total in a non-equilibrium geometry (the ωB97M-V functional and the def2-TZVPD basis).

Geometry (Å):
C (-10.128, -12.319, 2.888)
C (-9.074, -13.264, 2.270)
O (-8.689, -14.104, 3.291)
C (-9.044, -13.613, 4.429)
O (-8.616, -14.039, 5.498)
O (-9.825, -12.531, 4.266)
H (-11.163, -12.582, 2.667)
H (-9.859, -11.274, 2.737)
H (-8.279, -12.696, 1.786)
H (-9.685, -13.711, 1.485)
C (-7.217, -6.911, 2.573)
O (-6.246, -7.943, 2.600)
C (-5.422, -7.981, 3.636)
O (-5.266, -6.993, 4.444)
O (-4.643, -9.095, 3.507)
C (-3.623, -9.330, 4.479)
H (-7.595, -6.896, 1.551)
H (-6.854, -5.944, 2.923)
H (-8.012, -7.292, 3.214)
H (-3.675, -10.414, 4.589)
H (-3.817, -8.942, 5.478)
H (-2.644, -9.131, 4.045)
C (-5.579, -16.357, 13.611)
O (-5.261, -15.455, 12.607)
C (-6.148, -14.500, 12.287)
O (-7.227, -14.393, 12.807)
O (-5.574, -13.601, 11.467)
C (-6.379, -12.554, 11.010)
H (-6.080, -15.861, 14.443)
H (-4.704, -16.881, 13.995)
H (-6.231, -17.111, 13.171)
H (-6.075, -11.627, 11.497)
H (-7.405, -12.731, 11.335)
H (-6.363, -12.684, 9.928)
C (-14.900, -7.761, 0.486)
O (-15.743, -7.163, -0.418)
C (-16.759, -6.354, 0.022)
O (-16.991, -6.082, 1.237)
O (-17.640, -6.122, -1.030)
C (-18.893, -5.431, -0.821)
H (-14.262, -7.086, 1.056)
H (-14.201, -8.433, -0.012)
H (-15.475, -8.446, 1.109)
H (-18.860, -4.344, -0.753)
H (-19.450, -5.902, -0.010)
H (-19.512, -5.700, -1.677)
C (-7.383, -14.868, -4.772)
O (-6.912, -15.613, -3.673)
C (-6.413, -15.021, -2.610)
O (-6.278, -13.805, -2.380)
O (-5.956, -15.983, -1.802)
C (-4.987, -15.801, -0.735)
H (-8.069, -14.134, -4.350)
H (-7.988, -15.476, -5.445)
H (-6.571, -14.368, -5.301)
H (-4.716, -16.852, -0.628)
H (-5.413, -15.362, 0.167)
H (-4.118, -15.208, -1.021)
C (-13.413, -18.676, 5.139)
O (-12.945, -19.964, 4.750)
C (-13.800, -20.947, 4.272)
O (-14.944, -20.690, 3.957)
O (-13.246, -22.159, 4.158)
C (-14.067, -23.247, 3.925)
H (-14.398, -18.826, 5.581)
H (-13.439, -18.223, 4.148)
H (-12.686, -18.183, 5.784)
H (-13.621, -24.192, 3.615)
H (-14.820, -23.033, 3.166)
H (-14.557, -23.553, 4.849)

Cartesian forces, eV/Å:
C 1.7 0.2 1.0
C -2.2 1.6 -2.5
O 0.9 -1.6 -2.0
C 1.1 0.1 4.6
O -1.5 1.0 -2.1
O -0.7 -0.1 1.2
H 0.1 0.2 0.1
H -0.6 0.0 -0.5
H 0.4 -0.3 0.4
H 0.8 -1.1 -0.1
C -0.8 -0.4 0.2
O 0.7 -0.7 0.1
C 2.1 3.7 1.7
O -0.6 -4.6 -2.6
O -1.4 1.7 0.5
C -0.1 -1.5 0.1
H 0.2 0.2 0.1
H 0.1 -0.2 -0.1
H -0.3 0.6 0.1
H 0.2 -0.1 0.1
H 0.1 0.6 -0.4
H -0.1 0.6 0.3
C -1.2 -1.0 0.7
O 1.2 1.4 -1.6
C 0.5 0.5 1.3
O -0.3 -0.2 -0.4
O 0.8 -2.0 0.8
C -1.4 -0.2 0.0
H -0.1 -0.1 -0.1
H 0.3 0.4 -0.4
H -0.2 -0.1 0.3
H 0.3 0.1 -0.7
H -0.1 0.1 0.0
H 0.2 1.1 0.0
C 1.0 -1.4 1.5
O -2.1 2.3 -1.7
C -2.1 -0.7 3.2
O 1.2 -0.6 -4.7
O 1.9 0.1 1.1
C -0.5 -1.1 0.1
H -0.5 0.3 0.2
H -0.2 0.3 -0.7
H 0.0 0.4 0.6
H 0.5 -0.2 0.3
H 0.4 0.4 0.5
H 0.4 0.2 -0.4
C -0.8 1.4 0.4
O 0.0 -1.3 -0.2
C 1.8 2.8 1.5
O -0.7 -2.7 -0.9
O -0.3 -0.1 -0.2
C -0.4 -0.2 -0.7
H 0.1 0.4 -0.3
H 0.5 -0.4 0.3
H 0.0 -0.1 0.0
H 0.3 0.3 0.7
H -0.2 -0.2 -0.1
H -0.2 0.0 -0.3
C -0.8 -0.8 -1.6
O 1.1 -3.8 0.1
C -1.3 2.1 0.0
O 0.8 -0.3 0.4
O 2.3 1.5 0.6
C -2.3 -1.3 -0.1
H 0.0 0.6 0.0
H -0.6 1.1 0.5
H -0.1 -0.4 0.0
H 1.2 0.7 -0.2
H -0.1 0.2 0.2
H -0.3 0.4 0.1

Properties
energy relative to the best compared isomer or geometry (same formula, charge and spin)	73.5	kcal/mol
E_tot	-56068.7737	eV
multiplicity	1
total charge	0
SMILES string	COC(=O)OC.COC(=O)OC.COC(=O)OC.COC(=O)OC.COC(=O)OC.O=C1OCCO1
frontier orbital gap	10.852	eV
largest force on an atom	0.1031	Eh/bohr
LUMO energy	0.126	eV
molecular weight	538.45	g mol⁻¹

---

Entry 3:
Entry from OMol25: a cluster of 8 separate species, C18H34O30S7 in total in a non-equilibrium geometry (the ωB97M-V functional and the def2-TZVPD basis).

Geometry (Å):
C (-0.824, -4.548, 4.366)
C (-0.362, -3.121, 3.994)
O (1.003, -3.168, 3.628)
S (1.699, -4.561, 4.077)
O (2.079, -4.527, 5.474)
O (2.581, -5.066, 3.060)
O (0.245, -5.395, 4.068)
H (-1.775, -4.846, 3.929)
H (-1.035, -4.504, 5.442)
H (-0.648, -2.357, 4.712)
H (-0.821, -2.834, 3.045)
C (5.778, 4.181, 1.965)
C (4.542, 5.005, 1.539)
O (3.863, 4.262, 0.509)
S (4.312, 2.692, 0.575)
O (4.348, 2.140, -0.750)
O (3.592, 1.971, 1.582)
O (5.792, 3.012, 1.132)
H (5.790, 3.856, 3.004)
H (6.687, 4.757, 1.810)
H (4.883, 5.940, 1.110)
H (3.797, 5.082, 2.328)
C (2.472, -3.323, -6.010)
C (3.758, -2.767, -5.360)
O (3.245, -1.867, -4.396)
S (1.750, -2.299, -3.847)
O (0.857, -1.200, -4.106)
O (1.748, -2.945, -2.556)
O (1.599, -3.499, -4.923)
H (2.530, -4.216, -6.626)
H (2.094, -2.549, -6.687)
H (4.442, -2.312, -6.072)
H (4.331, -3.508, -4.793)
C (0.825, -5.740, -1.441)
C (0.591, -4.967, -0.095)
O (-0.349, -3.973, -0.440)
S (-1.294, -4.377, -1.746)
O (-1.414, -3.230, -2.595)
O (-2.488, -5.029, -1.293)
O (-0.216, -5.441, -2.357)
H (0.883, -6.790, -1.157)
H (1.730, -5.443, -1.966)
H (1.504, -4.558, 0.338)
H (0.151, -5.559, 0.712)
C (-3.931, -0.580, -2.285)
C (-4.771, -0.451, -0.995)
O (-6.086, -0.235, -1.484)
S (-6.008, 0.676, -2.824)
O (-5.926, 2.066, -2.427)
O (-7.044, 0.287, -3.724)
O (-4.568, 0.162, -3.297)
H (-3.957, -1.640, -2.563)
H (-2.885, -0.298, -2.186)
H (-4.312, 0.352, -0.417)
H (-4.818, -1.432, -0.531)
C (-3.795, 4.701, -2.752)
C (-4.677, 5.039, -1.543)
O (-4.020, 4.528, -0.417)
S (-2.402, 4.521, -0.649)
O (-1.862, 3.401, 0.056)
O (-1.829, 5.824, -0.446)
O (-2.577, 4.153, -2.221)
H (-3.452, 5.582, -3.297)
H (-4.213, 3.967, -3.435)
H (-5.641, 4.578, -1.736)
H (-4.703, 6.129, -1.473)
C (1.326, 3.245, 3.420)
C (-0.147, 2.717, 3.575)
O (-0.667, 3.539, 4.627)
S (0.470, 3.867, 5.695)
O (0.665, 2.702, 6.519)
O (0.233, 5.137, 6.315)
O (1.638, 3.974, 4.589)
H (1.414, 3.876, 2.534)
H (2.056, 2.439, 3.372)
H (-0.160, 1.678, 3.892)
H (-0.719, 2.935, 2.680)
O (0.001, -0.406, 2.570)
C (0.249, -0.212, 1.415)
O (0.849, 0.912, 1.009)
C (0.782, 1.173, -0.435)
C (-0.067, -0.028, -0.913)
C (-0.052, -1.050, 0.165)
H (1.796, 1.141, -0.824)
H (0.265, 2.128, -0.455)
H (0.536, -0.415, -1.735)
H (-1.085, 0.250, -1.175)
H (0.787, -1.747, 0.164)
H (-0.965, -1.561, 0.464)

Cartesian forces, eV/Å:
C -0.2 1.5 1.7
C -1.7 0.0 -1.9
O 1.9 -1.0 0.5
S -1.7 -0.4 1.6
O 0.0 0.2 -2.0
O -1.2 0.8 0.9
O 1.7 -0.4 -0.9
H 0.4 -0.2 -0.7
H 0.3 -0.5 0.1
H 0.7 -0.1 0.3
H -0.2 0.2 0.2
C 0.0 -0.2 0.2
C -0.3 -0.6 0.2
O 0.5 -1.4 -0.4
S 0.1 0.1 -0.2
O 0.2 0.9 1.2
O 0.3 0.8 -0.4
O -0.3 -0.2 -0.7
H -0.4 0.1 0.0
H 0.1 -0.3 -0.3
H -0.5 0.2 0.0
H 0.4 0.6 0.3
C 0.9 1.1 -0.9
C -0.2 -1.6 0.0
O -1.2 0.8 1.1
S 0.1 -0.4 -0.6
O 1.1 -1.2 0.3
O 0.4 1.0 -1.3
O -0.8 0.2 0.9
H 0.2 -0.3 0.6
H -0.2 0.1 0.1
H -0.3 0.6 0.1
H -0.1 -0.3 -0.3
C 1.0 -0.1 1.2
C -0.3 -0.7 -0.6
O -1.3 0.7 -1.3
S 1.3 0.0 1.1
O 0.2 -0.8 0.5
O 0.9 0.2 -0.3
O -1.7 0.7 0.5
H -0.3 -0.2 -0.6
H 0.2 0.1 0.3
H 0.0 0.5 -0.4
H 0.0 -0.4 -0.4
C 0.4 -1.9 0.6
C 1.1 -0.3 -1.0
O -0.3 0.9 -0.8
S -0.6 1.0 0.8
O 0.3 -1.3 -0.5
O 0.9 0.0 0.5
O -0.9 0.8 -0.4
H 0.1 0.2 -0.3
H -0.2 0.3 0.0
H -0.8 0.0 0.5
H 0.3 0.3 0.5
C 1.0 0.3 -0.4
C 0.2 0.9 -1.4
O 1.2 -0.4 1.1
S -1.3 -0.1 -0.6
O -0.2 0.5 -0.5
O -0.7 -1.1 -0.5
O 1.0 -0.2 1.3
H -0.6 0.1 -0.1
H 0.0 -0.1 0.2
H -0.1 0.0 0.8
H -0.5 -0.1 0.2
C -0.3 -1.3 -0.6
C 1.3 0.4 0.2
O -0.4 0.6 0.6
S -0.3 -0.5 0.2
O 0.2 0.9 -0.7
O 0.3 -1.0 -0.8
O -0.3 0.9 1.3
H 0.1 0.2 0.2
H -0.3 -0.1 -0.3
H -0.1 0.0 -0.3
H -0.2 -0.3 0.1
O 0.0 -0.4 0.3
C 0.1 0.6 -1.1
O 0.6 1.0 0.5
C -1.1 -1.3 2.1
C 1.0 0.2 -1.6
C 0.2 0.2 2.9
H 0.0 0.4 -0.1
H 0.3 0.1 -0.7
H -1.0 -0.1 -0.6
H 0.2 0.1 -0.3
H -0.2 -0.2 -0.5
H -0.1 -0.3 -0.8

Properties
E_tot	-156481.3337	eV
multiplicity	1
total charge	0
SMILES string	O=S1(=O)OCCO1.O=S1(=O)OCCO1.O=S1(=O)OCCO1.O=S1(=O)OCCO1.O=S1(=O)OCCO1.O=S1(=O)OCCO1.O=S1(=O)OCCO1.O=C1CCCO1
frontier orbital gap	10.316	eV
largest force on an atom	0.0576	Eh/bohr
LUMO energy	0.129	eV
molecular weight	954.91	g mol⁻¹

---

- Number 1 is which compound?
  C18H34NO6